(a)
{
  "formula": "C3H5O3",
  "method": "wB97M-V/def2-TZVPD",
  "elements": ["O", "C", "C", "H", "H", "H", "H", "O", "C", "O", "H"],
  "coordinates": [[-2.693, 0.600, -0.272], [-1.472, 0.787, -0.269], [-0.836, 1.372, 1.102], [-0.758, 0.157, -0.788], [0.302, 1.794, 0.904], [-1.242, 2.425, 1.362], [-0.939, 0.627, 1.873], [1.395, -2.345, 0.160], [1.939, -1.940, -0.958], [1.656, -0.835, -1.647], [2.650, -2.644, -1.466]],
  "mulliken_charge": [-0.485, 0.192, -0.780, 0.298, 0.247, 0.288, 0.229, -0.671, 0.051, -0.677, 0.307],
  "total_charge": -1,
  "lumo_ev": 3.765,
  "multiplicity": 1,
  "homo_lumo_gap_ev": 8.04,
  "e_homo_ha": -0.1570
}


(b)
{
  "formula": "C3H5O3",
  "method": "wB97M-V/def2-TZVPD",
  "elements": ["C", "C", "O", "H", "H", "H", "H", "O", "C", "O", "H"],
  "coordinates": [[-1.910, 1.246, -0.891], [-0.897, 1.086, -0.037], [-1.019, 0.267, 1.031], [-1.841, 1.417, -1.962], [-2.878, 0.894, -0.526], [0.075, 1.594, -0.124], [-0.274, -0.396, 1.177], [1.250, -0.761, 0.665], [2.154, -1.562, 0.294], [2.401, -2.122, -0.769], [2.939, -1.663, 1.143]],
  "mulliken_charge": [-0.658, 0.067, -0.590, 0.249, 0.208, 0.278, 0.465, -0.586, -0.051, -0.589, 0.207],
  "total_charge": -1,
  "lumo_ev": 4.273,
  "multiplicity": 1,
  "homo_lumo_gap_ev": 8.75,
  "e_homo_ha": -0.1646
}


Verdict on stability: (b) comes out on top.


(a)
{
  "formula": "C5H8FO4",
  "method": "wB97M-V/def2-TZVPD",
  "elements": ["C", "O", "C", "H", "H", "H", "H", "H", "C", "O", "C", "C", "O", "O", "F", "H", "H", "H"],
  "coordinates": [[-0.693, 0.609, 0.488], [0.619, 1.086, 0.545], [-1.290, 0.254, 1.860], [-1.369, 1.370, 0.003], [-0.754, -0.296, -0.136], [-2.344, -0.046, 1.742], [-0.708, -0.563, 2.313], [-1.273, 1.115, 2.536], [0.925, 5.260, -1.314], [1.021, 4.039, -1.925], [1.431, 3.039, -1.032], [0.989, 3.522, 0.346], [1.021, 5.145, -0.023], [0.554, 6.229, -1.933], [2.814, 2.944, -1.098], [1.003, 2.028, -1.213], [-0.091, 3.454, 0.533], [1.803, 3.501, 1.076]],
  "mulliken_charge": [-0.290, -0.819, -1.088, 0.211, 0.240, 0.348, 0.249, 0.266, 0.632, -0.364, 0.533, -0.218, -0.449, -0.613, -0.345, 0.211, 0.220, 0.275],
  "total_charge": -1,
  "lumo_ev": 3.778,
  "multiplicity": 1,
  "homo_lumo_gap_ev": 7.41,
  "e_homo_ha": -0.1334
}


(b)
{
  "formula": "C5H8FO4",
  "method": "wB97M-V/def2-TZVPD",
  "elements": ["C", "O", "C", "H", "H", "H", "H", "H", "C", "O", "C", "C", "O", "O", "F", "H", "H", "H"],
  "coordinates": [[-0.751, -1.402, 1.249], [0.536, -1.082, 0.795], [-1.515, -2.329, 0.310], [-0.670, -1.894, 2.240], [-1.346, -0.478, 1.407], [-2.504, -2.568, 0.731], [-1.662, -1.866, -0.677], [-0.968, -3.274, 0.171], [1.438, 2.801, -1.193], [2.265, 2.097, -0.495], [1.112, 0.590, 0.222], [0.045, 0.979, -0.795], [0.149, 2.374, -1.029], [1.696, 3.527, -2.139], [0.898, 1.253, 1.432], [2.020, 0.044, -0.077], [0.225, 0.443, -1.735], [-0.967, 0.785, -0.417]],
  "mulliken_charge": [-0.336, -0.620, -1.007, 0.299, 0.266, 0.326, 0.260, 0.253, 0.663, -0.673, 0.408, -0.288, -0.413, -0.675, -0.274, 0.358, 0.211, 0.240],
  "total_charge": -1,
  "lumo_ev": 3.731,
  "multiplicity": 1,
  "homo_lumo_gap_ev": 8.87,
  "e_homo_ha": -0.1890
}


Verdict on stability: (a) comes out on top.


(a)
{
  "formula": "C5H2N2O",
  "method": "wB97M-V/def2-TZVPD",
  "elements": ["N", "C", "C", "N", "C", "C", "C", "O", "H", "H"],
  "coordinates": [[-3.116, -0.027, -0.083], [-1.918, -0.048, -0.031], [-0.432, -0.267, 0.242], [0.122, -1.378, -0.001], [1.462, -1.256, -0.029], [1.864, -0.030, -0.130], [0.820, 0.820, 0.087], [0.629, 2.050, -0.025], [2.078, -2.152, -0.044], [3.072, 0.269, -0.007]],
  "mulliken_charge": [-0.394, 0.165, 0.244, -0.409, -0.104, -0.423, 0.758, -0.505, 0.418, 0.252],
  "total_charge": 0,
  "lumo_ev": -2.302,
  "multiplicity": 1,
  "homo_lumo_gap_ev": 8.24,
  "e_homo_ha": -0.3873
}


(b)
{
  "formula": "C5H2N2O",
  "method": "wB97M-V/def2-TZVPD",
  "elements": ["C", "C", "C", "N", "N", "C", "C", "O", "H", "H"],
  "coordinates": [[-0.667, -0.990, -2.658], [-0.420, -0.335, -1.667], [0.237, 0.357, -0.339], [1.005, 1.428, -0.119], [0.863, 1.610, 1.321], [0.401, 0.679, 1.920], [0.001, -0.452, 0.933], [-0.227, -1.698, 0.954], [-1.068, -1.366, -3.434], [-0.126, 0.767, 3.089]],
  "mulliken_charge": [-0.035, -0.623, 0.453, -0.399, -0.191, -0.257, 0.686, -0.476, 0.556, 0.287],
  "total_charge": 0,
  "lumo_ev": -2.120,
  "multiplicity": 1,
  "homo_lumo_gap_ev": 8.15,
  "e_homo_ha": -0.3776
}


Verdict on stability: (a) comes out on top.


(a)
{
  "formula": "C4H10NO2S",
  "method": "wB97M-V/def2-TZVPD",
  "elements": ["O", "C", "N", "C", "C", "S", "C", "H", "H", "H", "H", "H", "H", "H", "H", "H", "H", "O"],
  "coordinates": [[2.232, -0.817, 0.954], [1.326, -0.134, 0.370], [0.018, -0.180, 1.058], [-1.040, 0.551, 0.388], [-0.734, 1.994, 0.218], [-0.006, 2.494, -1.347], [1.076, -0.661, -1.112], [-0.256, -1.184, 0.891], [-1.305, 0.030, -0.548], [-1.985, 0.355, 0.931], [-1.547, 2.721, 0.295], [-0.001, 2.287, 0.999], [0.560, -0.010, -1.819], [0.481, -1.554, -0.878], [1.952, -1.200, -1.521], [-1.305, -3.124, 0.831], [1.593, 0.968, 0.180], [-1.059, -2.538, 0.110]],
  "mulliken_charge": [-0.607, 0.548, -0.400, -0.175, -0.980, -0.352, -0.846, 0.295, 0.323, 0.425, 0.329, 0.333, 0.202, 0.287, 0.344, 0.155, 0.071, -0.950],
  "total_charge": -1,
  "lumo_ev": 0.175,
  "multiplicity": 1,
  "homo_lumo_gap_ev": 4.40,
  "e_homo_ha": -0.1553
}


(b)
{
  "formula": "C4H10NO2S",
  "method": "wB97M-V/def2-TZVPD",
  "elements": ["C", "C", "S", "C", "N", "C", "O", "H", "H", "H", "H", "H", "H", "H", "H", "H", "H", "O"],
  "coordinates": [[1.604, 0.005, -0.847], [0.448, 1.063, -1.145], [0.613, 2.496, 0.238], [0.920, -1.282, -1.062], [0.024, -1.849, -0.199], [-0.528, -1.165, 1.184], [1.348, -2.078, -1.911], [1.986, 0.141, 0.185], [2.454, 0.024, -1.561], [-0.541, 0.591, -1.241], [0.685, 1.567, -2.090], [-0.381, -2.690, -0.616], [-0.338, -1.736, 2.078], [0.003, -0.158, 1.195], [-1.581, -0.985, 0.974], [-1.817, 2.138, 0.975], [-2.579, 2.302, 2.173], [-2.321, 1.615, 1.671]],
  "mulliken_charge": [-0.573, -0.847, -0.677, 0.550, -0.227, -0.624, -0.718, 0.281, 0.248, 0.365, 0.332, 0.224, 0.303, 0.180, 0.257, 0.250, 0.244, -0.569],
  "total_charge": -1,
  "lumo_ev": 3.714,
  "multiplicity": 1,
  "homo_lumo_gap_ev": 6.76,
  "e_homo_ha": -0.1118
}


Verdict on stability: (b) comes out on top.


(a)
{
  "formula": "C2H3NP2",
  "method": "wB97M-V/def2-TZVPD",
  "elements": ["C", "C", "N", "P", "P", "H", "H", "H"],
  "coordinates": [[-1.004, -1.421, 0.041], [-0.926, -0.101, 0.227], [-1.159, -2.571, -0.161], [-1.798, 1.225, 0.580], [1.880, 0.405, 0.163], [-0.684, 2.205, 0.572], [2.449, -0.651, -0.492], [1.241, 0.910, -0.930]],
  "mulliken_charge": [0.591, -0.310, -0.375, -0.060, 0.008, 0.023, 0.060, 0.063],
  "total_charge": 0,
  "lumo_ev": [-1.539, -1.927],
  "multiplicity": 1,
  "homo_lumo_gap_ev": [7.68, 7.12],
  "e_homo_ha": [-0.3389, -0.3325]
}


(b)
{
  "formula": "C2H3NP2",
  "method": "wB97M-V/def2-TZVPD",
  "elements": ["N", "C", "C", "P", "P", "H", "H", "H"],
  "coordinates": [[-3.164, -2.113, -3.223], [-2.306, -2.331, -2.478], [-1.281, -2.641, -1.605], [-0.471, -1.398, -0.845], [0.002, 0.991, -0.263], [0.545, -2.059, -0.143], [1.256, 0.537, 0.204], [-0.566, 0.726, 1.008]],
  "mulliken_charge": [-0.359, 0.447, -0.519, 0.233, -0.082, 0.082, 0.091, 0.106],
  "total_charge": 0,
  "lumo_ev": [-1.473, -1.472],
  "multiplicity": 1,
  "homo_lumo_gap_ev": [7.61, 7.61],
  "e_homo_ha": [-0.3339, -0.3339]
}


(c)
{
  "formula": "C2H3NP2",
  "method": "wB97M-V/def2-TZVPD",
  "elements": ["C", "N", "P", "P", "C", "H", "H", "H"],
  "coordinates": [[-0.336, -0.262, 0.574], [0.368, -1.330, 0.333], [0.652, -1.603, -1.318], [-0.326, 0.240, -1.993], [-0.633, 0.678, -0.380], [-0.442, -0.067, 1.573], [1.619, -0.566, -1.609], [-0.852, 1.784, -0.134]],
  "mulliken_charge": [-0.137, -0.490, 0.035, -0.083, -0.130, 0.428, 0.102, 0.275],
  "total_charge": 0,
  "lumo_ev": -0.572,
  "multiplicity": 1,
  "homo_lumo_gap_ev": 8.87,
  "e_homo_ha": -0.3470
}


(d)
{
  "formula": "C2H3NP2",
  "method": "wB97M-V/def2-TZVPD",
  "elements": ["C", "C", "N", "P", "P", "H", "H", "H"],
  "coordinates": [[0.629, -0.446, -0.834], [-0.764, 1.056, -0.063], [0.107, 0.711, -0.999], [-1.087, 0.265, 1.332], [-0.079, -1.494, 0.495], [1.179, -0.898, -1.559], [-0.951, 2.383, 0.057], [0.966, -1.578, 1.571]],
  "mulliken_charge": [-0.104, 0.060, -0.474, -0.117, -0.150, 0.446, 0.238, 0.102],
  "total_charge": 0,
  "lumo_ev": -0.629,
  "multiplicity": 1,
  "homo_lumo_gap_ev": 8.71,
  "e_homo_ha": -0.3433
}


Verdict on stability: (c) comes out on top.


(a)
{
  "formula": "C3H4P2",
  "method": "wB97M-V/def2-TZVPD",
  "elements": ["H", "P", "C", "C", "C", "P", "H", "H", "H"],
  "coordinates": [[1.537, 0.784, -1.557], [0.508, 1.553, -1.947], [-0.334, 0.737, -0.725], [0.490, -0.100, 0.457], [-0.166, -0.926, 1.353], [-1.685, -0.056, 0.388], [1.602, 0.082, 0.318], [0.054, -1.196, 2.376], [-2.005, -0.879, -0.664]],
  "mulliken_charge": [-0.040, -0.020, 0.032, -0.058, -0.527, 0.013, 0.227, 0.335, 0.038],
  "total_charge": 0,
  "lumo_ev": -0.598,
  "multiplicity": 1,
  "homo_lumo_gap_ev": 7.77,
  "e_homo_ha": -0.3075
}


(b)
{
  "formula": "C3H4P2",
  "method": "wB97M-V/def2-TZVPD",
  "elements": ["C", "C", "C", "P", "P", "H", "H", "H", "H"],
  "coordinates": [[1.745, 0.577, 0.350], [0.710, -0.193, 0.124], [-0.620, 0.099, -0.246], [-1.801, 1.352, -0.253], [-2.159, -0.806, 0.033], [2.710, 0.172, 0.557], [1.611, 1.698, 0.435], [0.755, -1.315, 0.158], [-2.951, -1.584, -1.158]],
  "mulliken_charge": [-0.629, 0.084, 0.078, -0.066, -0.183, 0.280, 0.219, 0.202, 0.015],
  "total_charge": 0,
  "lumo_ev": -1.025,
  "multiplicity": 1,
  "homo_lumo_gap_ev": 6.98,
  "e_homo_ha": -0.2941
}


Verdict on stability: (b) comes out on top.